Molecular formula: Br2O4S2
Method: DFT, ωB97M-V with the def2-TZVPD basis set

```
8
Br2O4S2, DFT ωB97M-V with the def2-TZVPD basis set
O 2.50 -0.70 1.09
O 2.39 1.71 0.50
O -4.04 0.45 -0.03
O 0.36 0.34 0.63
S 1.83 0.45 0.56
S -3.13 -0.62 0.30
Br 1.95 -0.57 -1.65
Br -1.85 -1.06 -1.40
```

Its spin multiplicity is 3. The value obtained for the HOMO energy (alpha / beta) is -9.07 / -11.09 eV. The value obtained for the total energy is -6245.2324 Ha. Its max |F| is 7.03 eV/A. The calculation puts the HOMO-LUMO gap (alpha / beta) at 8.29 / 5.87 eV.

Molecular formula: C4H8FN4
Method: DFT, ωB97M-V with the def2-TZVPD basis set

```
17
C4H8FN4, DFT ωB97M-V with the def2-TZVPD basis set
C 0.24 -1.57 0.80
C 1.46 0.13 -0.06
C -0.86 -1.57 0.03
C -0.90 0.69 0.38
N 1.34 -1.02 0.50
N 0.27 0.89 -0.30
N 2.60 0.55 -0.56
N -2.06 1.15 -0.05
F -0.72 -1.22 -1.29
H 0.17 -1.79 1.85
H -1.93 -1.99 0.22
H -0.86 0.64 1.51
H 0.21 0.93 -1.35
H 3.42 0.05 -0.81
H 2.85 1.53 -0.69
H -2.66 1.57 0.77
H -2.56 1.02 -0.95
```

The value obtained for the HOMO energy (alpha / beta) is -12.86 / -12.86 eV. The value obtained for the total energy is -475.7827 Ha. The total charge is +1. Its max |F| is 5.42 eV/A. The calculation puts the HOMO-LUMO gap (alpha / beta) at 8.52 / 8.52 eV.

Molecular formula: CH3FOS
Method: DFT, ωB97M-V with the def2-TZVPD basis set

```
7
CH3FOS, DFT ωB97M-V with the def2-TZVPD basis set
C 0.16 0.88 -0.37
O -1.16 0.84 -0.22
F 0.60 -2.00 2.08
S 0.71 -2.00 0.47
H 0.51 0.61 -1.38
H 0.75 1.10 0.52
H -1.57 0.57 -1.09
```

The value obtained for the HOMO energy (alpha / beta) is -8.67 / -7.80 eV. The value obtained for the total energy is -613.0522 Ha. Its max |F| is 1.98 eV/A. The calculation puts the HOMO-LUMO gap (alpha / beta) at 8.76 / 6.29 eV.

Molecular formula: C28H40FN5ORuSeSi2
Method: DFT, ωB97M-V with the def2-TZVPD basis set

```
79
C28H40FN5ORuSeSi2, DFT ωB97M-V with the def2-TZVPD basis set
Ru 0.01 0.97 0.08
C 3.35 -0.62 0.35
Si 2.76 0.11 1.96
C 3.56 -0.88 3.32
C 3.23 1.90 2.19
C 0.87 -0.01 2.03
C 0.14 1.06 2.76
C 0.19 1.33 4.12
C -0.60 2.36 4.61
C -1.41 3.09 3.74
C -1.39 2.78 2.41
N -0.63 1.78 1.94
Si 0.00 -1.66 1.83
C -1.81 -1.43 2.21
C 0.68 -2.99 2.94
C 0.31 -2.34 0.11
H 4.23 -0.08 -0.02
H 2.59 -0.58 -0.42
H 3.63 -1.67 0.49
H 4.64 -0.75 3.26
H 3.34 -1.94 3.23
H 3.24 -0.55 4.32
H 4.15 2.14 1.66
H 3.38 2.13 3.25
H 2.45 2.57 1.81
H 0.83 0.74 4.76
H -0.60 2.58 5.67
H -2.04 3.90 4.10
H -1.97 3.32 1.67
H -1.94 -1.29 3.29
H -2.37 -2.32 1.91
H -2.24 -0.56 1.72
H 0.58 -2.73 3.99
H 1.74 -3.17 2.73
H 0.15 -3.93 2.77
H 0.37 -1.58 -0.67
H -0.49 -3.03 -0.17
H 1.25 -2.89 0.10
C -0.75 3.56 -4.34
N -0.73 2.93 -3.03
C -1.49 3.34 -2.00
N -2.42 4.30 -2.24
O -1.37 2.87 -0.85
H -0.10 2.99 -5.00
H -0.41 4.59 -4.32
H -1.75 3.52 -4.78
H 0.10 2.44 -2.75
H -2.62 4.64 -3.16
H -3.08 4.49 -1.51
F 4.58 4.46 -1.75
C 3.54 3.66 -1.45
C 3.48 2.41 -2.03
C 2.41 1.58 -1.71
C 1.41 2.00 -0.85
C 1.49 3.29 -0.31
C 2.56 4.13 -0.60
H 4.27 2.09 -2.70
H 2.37 0.59 -2.17
H 0.69 3.67 0.31
H 2.64 5.12 -0.18
C -0.78 -2.10 -3.19
N -1.83 -2.45 -2.26
C -2.42 -1.63 -1.38
Se -2.17 0.21 -1.13
N -3.36 -2.34 -0.74
C -3.41 -3.65 -1.21
C -4.20 -4.74 -0.89
C -3.96 -5.90 -1.60
C -2.97 -5.98 -2.58
C -2.18 -4.89 -2.90
C -2.43 -3.72 -2.19
H -0.51 -1.06 -3.03
H -1.13 -2.22 -4.21
H 0.09 -2.74 -3.02
H -3.95 -1.93 -0.03
H -4.97 -4.68 -0.14
H -4.56 -6.78 -1.38
H -2.83 -6.91 -3.12
H -1.41 -4.94 -3.66
```

Its spin multiplicity is 2. The value obtained for the HOMO energy (alpha / beta) is -9.86 / -10.33 eV. The value obtained for the total energy is -4615.0155 Ha. The total charge is +1. Its max |F| is 2.11 eV/A. The calculation puts the HOMO-LUMO gap (alpha / beta) at 6.68 / 7.25 eV.

Molecular formula: C2H4F2Si
Method: DFT, ωB97M-V with the def2-TZVPD basis set

```
9
C2H4F2Si, DFT ωB97M-V with the def2-TZVPD basis set
C -1.52 0.02 -0.01
C -0.35 0.58 -0.04
F -1.55 -1.35 -0.06
F -0.26 1.96 0.07
Si 1.31 -0.33 -0.01
H -2.54 0.56 0.00
H 1.10 -1.75 -0.34
H 2.11 0.55 -0.95
H 1.70 -0.21 1.33
```

The value obtained for the HOMO energy is -10.01 eV. The value obtained for the total energy is -567.7576 Ha. Its max |F| is 2.69 eV/A. The calculation puts the HOMO-LUMO gap at 11.00 eV.

Molecular formula: CaH16O8
Method: DFT, ωB97M-V with the def2-TZVPD basis set

```
25
CaH16O8, DFT ωB97M-V with the def2-TZVPD basis set
Ca 0.16 -0.09 0.03
O 2.08 -1.12 0.99
H 2.45 -0.73 1.77
H 1.71 -1.99 1.23
O -1.17 2.02 -0.03
H -1.32 2.66 0.67
H -1.62 2.29 -0.84
O 0.15 -2.33 -0.76
H 0.32 -2.63 -1.66
H -0.55 -2.97 -0.49
O 1.88 1.83 0.10
H 1.82 2.27 -0.79
H 2.53 2.39 0.58
O -1.53 -1.06 1.38
H -2.38 -1.37 1.07
H -1.15 -1.80 1.82
O -2.10 -0.50 -1.49
H -2.37 0.05 -2.24
H -2.83 -1.07 -1.41
O 0.69 0.48 -2.26
H 1.58 0.66 -2.53
H 0.19 0.41 -3.07
O 0.33 0.82 2.29
H 1.07 1.34 2.49
H 0.07 0.45 3.15
```

The value obtained for the HOMO energy is -18.86 eV. The value obtained for the total energy is -1288.7517 Ha. The total charge is +2. Its max |F| is 2.55 eV/A. The calculation puts the HOMO-LUMO gap at 12.35 eV.

Q: Which formula does entry 5 have?
A: C2H4F2Si